The following is a DFT calculation (ωB97M-V/def2-TZVPD) of a gas-phase ion, C8H10NO2S (charge +1) at a distorted geometry.

```
22
Properties=species:S:1:pos:R:3:mulliken_charge:R:1
C -2.370 0.865 -0.386 -0.565
C -2.664 -0.450 -0.572 -0.476
C -1.171 1.313 0.011 -0.726
C -1.684 -1.385 -0.430 -0.963
C -0.136 0.402 0.237 0.133
C -0.387 -0.951 -0.122 0.991
C 1.155 0.700 0.861 0.547
C 2.003 0.824 -0.283 0.039
N 1.619 -0.340 1.742 -0.639
O 0.534 -1.913 0.023 -0.471
O 2.145 1.904 -0.981 -0.362
S 2.809 -0.622 -0.616 0.049
H -3.198 1.585 -0.320 0.313
H -3.622 -0.771 -0.762 0.500
H -0.979 2.382 0.165 0.396
H -1.905 -2.328 -0.796 0.434
H 1.036 1.712 1.364 0.500
H 0.979 -1.190 1.855 0.201
H 1.861 0.016 2.662 0.261
H 0.038 -2.701 0.107 0.296
H 2.538 1.821 -1.876 0.403
H 3.357 -0.316 -1.752 0.137
```

Output
Spin multiplicity ... 1
Kohn-Sham gap ... 0.29260 hartree
Energy relative to the best compared isomer or geometry (same formula, charge and spin) ... 108.7 kJ/mol
Total charge ... +1
HOMO energy ... -12.522 eV